# 1
{"formula": "C5H4N2", "method": "ωB97M-V/def2-TZVPD", "e_homo_ha": -0.3284, "lumo_energy_ev": -0.15, "de_lowest_ev": 5.4886, "homo_lumo_gap_ev": 8.79, "total_charge": 0, "fmax_ha_per_bohr": 0.0069, "multiplicity": 1, "species": ["C", "C", "C", "C", "C", "N", "N", "H", "H", "H", "H"], "positions_angstrom": [[-1.395, 1.261, 2.046], [-0.687, 0.699, 1.256], [0.166, 0.023, 0.297], [1.276, 0.639, -0.464], [1.231, -0.211, -1.611], [0.214, -1.074, -1.664], [-0.466, -0.934, -0.563], [-2.021, 1.782, 2.737], [1.040, -0.489, 0.806], [1.905, -0.171, -2.458], [-1.264, -1.525, -0.383]], "forces_ev_per_a": [[0.11, -0.10, -0.17], [-0.08, 0.13, 0.18], [-0.15, 0.17, 0.03], [-0.17, -0.20, -0.24], [0.18, 0.19, -0.09], [0.01, 0.09, 0.24], [0.06, -0.04, -0.07], [0.13, -0.12, -0.13], [-0.07, -0.17, 0.13], [-0.10, -0.04, 0.10], [0.10, 0.09, 0.02]]}

***

# 2
{"formula": "C5H4N2", "method": "ωB97M-V/def2-TZVPD", "e_homo_ha": [-0.3549, -0.3585], "lumo_energy_ev": [-1.18, -2.75], "de_lowest_ev": 6.6812, "homo_lumo_gap_ev": [8.47, 7.00], "total_charge": 0, "fmax_ha_per_bohr": 0.0249, "multiplicity": 1, "species": ["C", "C", "C", "C", "N", "N", "C", "H", "H", "H", "H"], "positions_angstrom": [[2.501, -0.725, -0.083], [1.393, -0.264, 0.020], [0.056, 0.163, 0.022], [-1.050, -0.344, 0.857], [-2.115, 0.403, 0.671], [-1.795, 1.400, -0.209], [-0.530, 1.304, -0.579], [3.476, -1.140, -0.188], [-0.966, -1.095, 1.633], [-0.897, -1.730, -0.900], [-0.072, 2.028, -1.244]], "forces_ev_per_a": [[0.03, 0.07, 0.07], [-0.18, -0.18, -0.27], [0.14, 0.13, -0.01], [-0.64, 0.26, -0.26], [0.51, -0.95, 0.68], [0.47, 0.46, -0.41], [-0.16, -0.21, -0.16], [-0.03, 0.07, 0.06], [-0.18, -0.06, -0.25], [0.14, 0.65, 0.45], [-0.11, -0.24, 0.10]]}

***

# 3
{"formula": "C5H4N2", "method": "ωB97M-V/def2-TZVPD", "e_homo_ha": -0.4127, "lumo_energy_ev": 0.40, "de_lowest_ev": 2.8430, "homo_lumo_gap_ev": 11.64, "total_charge": 0, "fmax_ha_per_bohr": 0.1357, "multiplicity": 1, "species": ["C", "C", "C", "C", "N", "C", "N", "H", "H", "H", "H"], "positions_angstrom": [[-1.706, 0.453, 0.312], [-0.539, 0.534, -0.332], [0.577, -0.283, 0.291], [1.783, 0.395, 0.208], [2.653, 1.165, 0.028], [0.857, -1.504, -0.492], [1.181, -2.272, -1.243], [-2.759, 0.816, -0.151], [-2.003, 0.039, 1.256], [-0.313, 0.851, -1.378], [0.270, -0.194, 1.501]], "forces_ev_per_a": [[-3.36, 1.77, -2.63], [-0.83, -1.30, -0.17], [-2.10, -0.21, 3.04], [4.98, 4.84, -0.73], [-2.04, -2.32, 0.65], [-1.61, 2.11, 2.88], [0.84, -2.56, -2.20], [2.88, -0.40, 0.62], [1.05, -0.44, 0.56], [-0.74, 0.10, 1.06], [0.92, -1.58, -3.08]]}